Entry 1:
The following is a quantum chemistry calculation of a molecular structure, C16H25LiN7O, from the Open Molecules 2025 dataset.

Atoms and positions in Å:
1 Li 0.195 0.006 0.583
2 C -0.146 -1.917 -1.453
3 C -1.383 -1.003 -1.651
4 N -1.829 -0.410 -0.446
5 C -2.672 -1.279 0.400
6 C -1.937 -1.924 1.508
7 C -2.482 -2.978 2.216
8 C -1.769 -3.499 3.276
9 C -0.441 -3.083 3.489
10 C -0.009 -1.997 2.714
11 C 1.402 -1.517 2.928
12 N 1.898 -0.595 1.872
13 C 2.788 -1.202 0.894
14 C 2.096 -1.952 -0.327
15 N 0.966 -1.174 -0.839
16 N -0.692 -1.464 1.738
17 H -0.445 -2.794 -0.836
18 H 0.119 -2.280 -2.463
19 H -1.089 -0.226 -2.381
20 H -2.125 -1.667 -2.050
21 H -2.303 0.415 -0.705
22 H -3.516 -0.763 0.856
23 H -3.054 -2.130 -0.245
24 H -3.541 -3.244 2.138
25 H -2.260 -4.239 3.909
26 H 0.200 -3.577 4.216
27 H 1.534 -1.066 3.973
28 H 1.971 -2.444 2.989
29 H 2.499 0.117 2.339
30 H 3.444 -0.504 0.429
31 H 3.419 -1.999 1.350
32 H 2.864 -2.222 -1.060
33 H 1.709 -2.916 0.072
34 H 1.253 -0.536 -1.527
35 C 2.460 3.556 -0.590
36 N 1.168 3.467 -1.278
37 C 0.869 4.423 -2.175
38 C -0.374 4.493 -2.754
39 C -1.283 3.397 -2.464
40 N -0.928 2.394 -1.655
41 C 0.213 2.495 -0.856
42 O 0.505 1.780 0.115
43 N -2.510 3.442 -3.077
44 H 2.654 4.617 -0.449
45 H 3.322 3.056 -1.134
46 H 2.338 3.082 0.389
47 H 1.645 5.191 -2.472
48 H -0.721 5.231 -3.469
49 H -2.689 4.329 -3.548
50 H -3.335 3.112 -2.487

Results
net charge: +1
HOMO level: -11.8 eV
total energy: -29678.5443 eV

=====

Entry 2:
The following is a quantum chemistry calculation of a single C14H17NO3 molecule, from the Open Molecules 2025 dataset.

Atoms and positions in Å:
1 C -3.734 -1.953 0.244
2 C -3.269 -1.100 -0.931
3 C -3.895 0.296 -0.936
4 C -3.293 1.270 0.082
5 O -2.036 1.767 -0.342
6 C -0.868 1.173 0.009
7 C -0.694 0.195 0.983
8 C 0.569 -0.299 1.255
9 C 1.686 0.165 0.579
10 C 1.512 1.142 -0.397
11 C 0.259 1.641 -0.674
12 H 0.119 2.400 -1.427
13 H 2.361 1.517 -0.951
14 C 3.055 -0.409 0.863
15 C 3.456 -1.232 -0.355
16 O 2.976 -2.259 -0.746
17 N 4.480 -0.552 -0.979
18 C 4.933 0.567 -0.312
19 O 5.795 1.299 -0.711
20 C 4.154 0.650 0.983
21 H 3.763 1.656 1.132
22 H 4.838 0.436 1.806
23 H 4.878 -0.858 -1.856
24 H 2.995 -1.058 1.738
25 H 0.679 -1.063 2.010
26 H -1.528 -0.199 1.540
27 H -3.239 0.825 1.078
28 H -3.930 2.159 0.142
29 H -3.768 0.744 -1.924
30 H -4.966 0.212 -0.739
31 H -3.548 -1.607 -1.857
32 H -2.180 -1.016 -0.922
33 H -3.254 -2.927 0.215
34 H -4.812 -2.099 0.202
35 H -3.495 -1.487 1.197

Results
SMILES: CCCCOc1ccc([C@@H]2CC(=O)NC2=O)cc1
net charge: 0
HOMO level: -8.5 eV
total energy: -22427.4279 eV
relative energy (zero: lowest compared OMol25 entry of this formula, charge and spin): 0.00 kcal per mole